C3H11NO2 | the ωB97M-V functional and the def2-TZVPD basis

Output
- SMILES string = C=CCN.O.O
- molar mass (Da) = 93.13
- relative energy (zero: lowest compared OMol25 entry of this formula, charge and spin) (kJ/mol) = 83.2
- 2S+1 = 1
- max |F| (eV/Å) = 1.21

Geometry as XYZ:
```
17
Properties=species:S:1:pos:R:3:forces:R:3:mulliken_charge:R:1
O -0.930950 -3.381593 1.117573 0.0 -0.2 -0.2 -0.69
O -0.348476 3.546535 -0.724424 0.7 0.4 0.4 -0.62
N -0.802188 -1.038987 -0.796422 0.0 -0.1 0.3 -0.59
C 1.332725 1.223315 0.968235 0.5 0.0 -0.8 -0.78
C 0.856294 0.059954 0.559470 -0.8 -0.2 0.9 -0.02
C 0.519300 -0.408205 -0.815445 0.2 0.2 -0.1 -0.33
H -1.503281 -0.395644 -0.451329 -0.1 0.1 -0.1 0.21
H -0.924313 -2.565556 0.595455 0.0 0.3 -0.1 0.40
H -1.056727 -1.351567 -1.721513 -0.2 0.0 -0.1 0.21
H -0.585980 3.036133 -1.495617 -0.6 -0.1 0.0 0.31
H 1.213786 -1.176014 -1.122820 0.4 -0.3 -0.2 0.25
H 1.340500 1.472132 2.012168 0.3 0.0 0.3 0.29
H -1.103267 3.744237 -0.162936 -0.2 -0.3 -0.4 0.31
H 0.511986 -0.614974 1.344999 0.0 -0.1 -0.2 0.24
H 1.787509 1.920158 0.271722 -0.4 0.2 0.1 0.21
H 0.591615 0.410710 -1.538490 0.1 0.1 0.0 0.31
H -0.840271 -4.056286 0.434308 0.0 -0.1 0.2 0.30
```
Positions in Å, forces in eV/Å.